(1)
Entry from the Open Molecules 2025 dataset: a cluster of 2 separate species, C6H13NO in total at a distorted geometry (ωB97M-V/def2-TZVPD).

```
21
Properties=species:S:1:pos:R:3:forces:R:3:nbo_charge:R:1
C -1.98912 -0.18128 -0.02218 0.6 1.9 -1.2 -0.716
C -0.96779 -1.18903 0.12839 2.5 0.1 1.4 0.416
O -0.72643 -1.89608 -1.01755 0.1 -0.1 -0.1 -0.687
C -0.37859 -1.62887 1.41758 -0.5 -0.2 -0.2 -0.476
C 0.57348 -0.53085 1.00184 -1.5 -0.9 -0.1 -0.549
H -2.80510 -0.50160 -0.66493 -0.1 -0.2 0.1 0.233
H -1.42592 0.69466 -0.64815 -1.5 -1.3 1.4 0.298
H -2.34097 0.22373 0.92067 -0.1 0.0 0.1 0.222
H -0.04997 -2.56401 -0.85511 -0.1 0.0 0.0 0.478
H -0.99681 -1.43994 2.29101 0.0 -0.1 0.0 0.216
H 0.02222 -2.64222 1.40789 0.0 0.0 0.1 0.202
H 0.49798 0.35962 1.60854 -0.1 0.2 -0.2 0.209
H 1.58045 -0.86338 0.78856 0.0 0.0 -0.3 0.204
H -0.44797 0.64116 -2.27155 0.1 -0.2 0.1 0.348
N -0.21260 1.29468 -1.52579 1.8 0.1 0.2 -0.708
C 0.93452 0.99144 -0.97642 -0.9 1.2 -2.0 0.160
C 1.64792 2.04284 -0.18033 -0.2 -0.2 0.5 -0.674
H 1.57910 0.22313 -1.41486 -0.3 -0.2 0.3 0.159
H 2.29956 1.60808 0.57703 0.0 0.0 0.1 0.211
H 2.27220 2.63757 -0.85208 0.0 -0.1 -0.1 0.229
H 0.93387 2.72034 0.28743 0.0 0.0 0.0 0.226
```
Forces are in eV/Å.

SMILES string	CC1(O)CC1.[H]/N=C/C
energy	-9966.9593	eV
LUMO	0.731	eV
energy relative to the best compared isomer or geometry (same formula, charge and spin)	97.2	kcal per mole

(2)
Entry from the Open Molecules 2025 dataset: a cluster of 2 separate species, C6H13NO in total at a distorted geometry (ωB97M-V/def2-TZVPD).

```
21
Properties=species:S:1:pos:R:3:forces:R:3:nbo_charge:R:1
C -0.56958 -1.40846 2.66036 0.7 -0.3 0.2 -0.551
C -0.18342 -0.21560 2.20711 -0.9 0.2 -0.5 0.022
N -0.93222 0.60085 1.36531 0.8 -0.2 1.0 -0.628
C -0.26970 1.66957 0.65536 -0.1 -0.2 -1.0 -0.244
C 0.51681 1.26289 -0.59445 -0.9 0.4 0.6 -0.226
C -0.07265 0.70868 -1.63338 0.7 -1.0 -0.8 -0.156
C 0.66827 0.25248 -2.86321 -0.3 0.5 -0.1 -0.639
H -1.51716 -1.86714 2.43552 -0.2 0.1 -0.2 0.191
H 0.12825 -2.01766 3.22027 -0.1 0.2 0.2 0.209
H 0.75007 0.24756 2.50145 0.2 -0.3 -0.1 0.194
H -1.85077 0.27919 1.12473 0.0 0.2 -0.3 0.389
H -1.02883 2.36784 0.33483 -0.3 0.4 0.0 0.208
H 0.40914 2.20512 1.29811 0.1 0.1 0.6 0.196
H 1.56554 1.50729 -0.62379 0.3 0.0 0.0 0.199
H -1.11289 0.39509 -1.64357 -0.2 0.4 0.3 0.186
H 0.25411 0.78363 -3.72813 0.1 -0.2 -0.1 0.207
H 1.73147 0.47780 -2.80954 0.0 0.0 0.1 0.209
H 0.54548 -0.81801 -3.01831 0.0 0.0 0.0 0.233
O 0.56803 -2.06232 -0.59501 -0.1 -0.4 -0.1 -0.946
H -0.02183 -1.45755 -0.13614 0.1 0.2 0.1 0.478
H 0.42187 -2.91125 -0.15754 0.1 0.2 -0.1 0.469
```
Forces are in eV/Å.

SMILES string	C=CNC/C=C/C.O
energy	-9968.9621	eV
LUMO	1.005	eV
energy relative to the best compared isomer or geometry (same formula, charge and spin)	51.0	kcal per mole

(3)
Entry from the Open Molecules 2025 dataset: the molecule C6H13NO at a distorted geometry (ωB97M-V/def2-TZVPD).

```
21
Properties=species:S:1:pos:R:3:forces:R:3:nbo_charge:R:1
N 0.01571 3.62380 1.25208 -0.1 0.6 -0.6 -0.839
C -0.30474 2.50143 0.44376 1.0 0.3 1.4 0.000
C 0.45400 1.96356 -0.49651 -1.0 -1.2 -0.8 -0.260
C 0.04508 0.65309 -1.11032 0.3 -0.6 -0.9 -0.420
C 0.95807 -0.56164 -0.71023 -1.8 0.8 -0.9 -0.387
C 0.29850 -1.48122 0.32770 1.4 0.5 0.3 -0.427
C -0.62409 -2.49659 -0.30665 -0.4 -0.6 1.1 -0.059
O -0.70771 -3.61735 0.59031 0.5 0.1 0.2 -0.733
H 0.76842 4.17578 0.86279 0.0 -0.1 0.0 0.361
H 0.25792 3.39135 2.20459 -0.2 -0.2 0.0 0.370
H -1.19537 1.99393 0.78523 -0.2 -0.1 -0.1 0.182
H 1.36818 2.34212 -0.92362 0.3 0.5 0.4 0.199
H -0.97907 0.36507 -0.92572 -0.5 0.2 0.6 0.197
H 0.02694 0.69266 -2.20949 0.4 0.4 0.1 0.198
H 0.95801 -1.16185 -1.61913 0.8 -0.1 -0.1 0.194
H 1.94217 -0.15134 -0.50815 0.2 -0.5 0.4 0.209
H -0.21944 -0.93837 1.11144 -0.2 0.3 0.1 0.204
H 1.12925 -1.96842 0.84607 -0.3 -0.5 0.0 0.221
H -0.22502 -2.83163 -1.25984 -0.1 0.1 -0.3 0.160
H -1.64388 -2.10495 -0.37079 0.2 0.3 -0.6 0.165
H -1.45430 -4.17550 0.37650 -0.2 0.0 -0.2 0.467
```
Forces are in eV/Å.

SMILES string	N/C=C/CCCCO
energy	-9969.1170	eV
LUMO	0.978	eV
energy relative to the best compared isomer or geometry (same formula, charge and spin)	47.4	kcal per mole

(4)
Entry from the Open Molecules 2025 dataset: a cluster of 2 separate species, C6H13NO in total at a distorted geometry (ωB97M-V/def2-TZVPD).

```
21
Properties=species:S:1:pos:R:3:forces:R:3:nbo_charge:R:1
C 2.33611 0.16832 -0.23042 -0.5 1.0 -0.1 -0.219
N 1.13843 -0.31225 0.44416 -1.4 -1.1 0.2 -0.637
C -0.17039 0.05946 -0.08058 1.0 2.2 -1.5 -0.139
C -1.30480 -0.74706 0.37483 -0.5 1.6 4.7 -0.200
C -2.67832 -0.37172 0.14333 -0.8 0.2 -0.9 0.307
O -3.02424 0.29511 -0.80917 -0.2 0.3 -0.1 -0.596
C -0.41054 1.58226 0.22411 -0.2 -0.3 0.9 -0.609
C 3.40444 -0.91503 -0.23164 0.3 0.8 -0.3 -0.609
H 2.65731 1.14123 0.19439 0.4 -0.6 0.2 0.175
H 2.07871 0.50410 -1.24597 -0.2 -0.6 0.0 0.192
H 1.06364 -0.12327 1.43665 0.8 0.0 0.0 0.360
H -0.12456 0.07146 -1.18318 0.0 -0.5 0.1 0.239
H -1.82868 0.27414 1.77159 1.1 -1.9 -2.0 0.080
H -1.17243 -1.62305 1.01009 0.3 -0.1 -0.4 0.245
H -3.40044 -0.68984 0.91304 -0.1 -0.5 -0.3 0.130
H 0.54783 2.11971 0.21338 -0.4 0.0 -0.5 0.211
H -0.77216 1.64754 1.26154 0.3 -0.2 0.1 0.199
H -1.22725 2.04955 -0.31852 0.3 0.0 -0.6 0.239
H 3.86341 -0.92487 0.75906 0.1 -0.5 -0.1 0.206
H 2.94288 -1.85920 -0.50372 0.0 -0.1 0.3 0.219
H 4.17556 -0.71494 -0.98817 0.0 0.1 0.3 0.207
```
Forces are in eV/Å.

energy	-9966.5019	eV
LUMO	-0.281	eV
energy relative to the best compared isomer or geometry (same formula, charge and spin)	107.7	kcal per mole

(5)
Entry from the Open Molecules 2025 dataset: the molecule C6H13NO at a distorted geometry (ωB97M-V/def2-TZVPD).

```
21
Properties=species:S:1:pos:R:3:forces:R:3:nbo_charge:R:1
C 1.47804 0.23448 -2.30507 -1.0 1.4 -0.2 -0.441
C 2.05236 0.23866 -1.09484 1.4 0.1 -1.0 -0.151
C 1.47995 0.25831 0.27514 0.6 -0.3 0.9 -0.468
C -0.07166 0.23688 0.36020 0.4 1.4 -1.3 -0.036
C -0.69591 1.67272 0.62715 0.8 -1.7 -0.4 -0.617
N -0.56088 -0.78886 1.21484 0.5 -0.7 0.2 -0.658
C -1.42703 -1.77891 0.73881 -1.6 -0.4 0.2 0.079
O -2.81839 -1.33862 0.66000 0.4 -0.1 -0.1 -0.743
H 0.44160 0.61283 -2.55689 0.8 -1.2 0.8 0.192
H 2.05000 0.17800 -3.22372 0.4 0.0 0.3 0.202
H 3.17883 0.34357 -1.08259 -1.2 -0.8 -0.1 0.198
H 2.05143 1.09809 0.76730 -1.2 -0.3 -0.1 0.218
H 1.88506 -0.62164 0.86664 -0.5 0.7 -0.9 0.234
H -0.51215 -0.00088 -0.63667 0.9 -0.2 0.4 0.189
H -1.55319 1.63275 -0.05501 -0.2 0.9 0.8 0.205
H -0.91234 1.63771 1.68127 -0.7 0.6 0.3 0.208
H -0.01234 2.51053 0.42405 -0.3 -0.4 -0.2 0.213
H -0.55030 -0.62203 2.20182 -0.1 0.0 0.2 0.380
H -1.18479 -2.20424 -0.22714 0.6 0.5 -0.5 0.164
H -1.49520 -2.67515 1.35140 0.2 0.3 0.6 0.182
H -2.82311 -0.62420 0.01331 -0.2 0.0 0.0 0.450
```
Forces are in eV/Å.

SMILES string	C=CC[C@H](C)NCO
energy	-9968.4094	eV
LUMO	0.947	eV
energy relative to the best compared isomer or geometry (same formula, charge and spin)	63.8	kcal per mole

(6)
Entry from the Open Molecules 2025 dataset: the ion C6H13NO with charge +1 at a distorted geometry (ωB97M-V/def2-TZVPD).

```
21
Properties=species:S:1:pos:R:3:forces:R:3:lowdin_spin:R:1
C 0.99871 -3.15128 -0.00139 -1.8 -0.6 2.4 0.061
C 1.15288 -1.76023 0.67483 1.1 -0.5 -1.4 0.084
N 0.06065 -0.94001 0.27135 0.4 0.2 1.0 0.583
C 0.27528 0.40265 -0.20867 0.1 0.4 -0.5 0.015
C -0.94768 1.24918 -0.39263 -0.2 -0.7 -1.2 0.005
C -2.01145 1.08880 0.65859 0.1 0.0 2.0 -0.001
C -0.64304 2.71459 -0.66907 1.7 -0.1 -0.7 0.004
O 1.39567 0.68256 -0.52671 0.1 0.1 0.2 0.186
H 0.85631 -3.15562 -1.06964 0.7 0.1 -0.2 0.000
H 0.09166 -3.60901 0.44046 0.0 0.2 -0.5 0.001
H 1.72841 -3.79751 0.48199 0.6 0.1 -0.8 0.008
H 1.26116 -1.83326 1.75988 -0.6 -0.2 0.2 0.038
H 2.11897 -1.36170 0.36053 -0.4 0.7 -0.2 0.002
H -0.87611 -1.19278 0.60610 0.2 0.0 -0.3 0.009
H -1.26422 0.81236 -1.36885 -0.3 0.1 0.3 0.002
H -1.62579 1.62789 1.53887 -0.5 0.4 -0.2 0.000
H -2.22157 0.12586 1.14394 0.2 -0.4 -0.8 0.000
H -2.98658 1.47410 0.38925 0.1 0.3 -0.3 0.000
H -0.22522 2.83861 -1.67538 -0.9 -0.1 -0.3 0.001
H 0.27034 3.08194 -0.18161 -0.7 0.0 1.0 0.002
H -1.53212 3.30530 -0.50310 0.1 0.3 0.0 0.000
```
Forces are in eV/Å.

total charge	+1
energy	-9961.2317	eV
<S²>	0.7650
LUMO (alpha / beta)	-3.377 / -8.693	eV
energy relative to the best compared isomer or geometry (same formula, charge and spin)	26.0	kcal per mole
2S+1	2